[1]
77
Properties=species:S:1:pos:R:3:lowdin_spin:R:1 method="wB97M-V/def2-TZVPD" multiplicity=3 s2=2.010 e_homo_ev="-11.9 / -11.9" total_charge=+1 e_above_lowest_kj_mol=83.3 e_tot_ha=-14684.84265 lumo_energy_ev="-4.808 / -5.770"
Ni 3.02 0.09 0.27 1.580
C -0.09 -0.93 -0.43 0.029
O -0.61 -0.14 0.64 0.002
O 1.16 -0.38 -0.68 0.323
C -0.10 -2.45 0.08 0.007
F 0.19 -3.31 -0.93 0.001
F 0.82 -2.69 0.97 0.000
F -1.33 -2.70 0.63 0.001
C -1.26 1.13 0.42 0.000
C -1.76 1.72 1.74 0.000
H -2.11 1.04 2.53 0.000
H -0.98 2.33 2.19 0.000
H -2.66 2.33 1.63 0.000
H -2.21 0.95 -0.09 0.000
H -0.73 1.93 -0.09 0.000
H -0.87 -0.87 -1.18 0.014
C 0.22 0.16 4.30 0.000
C -0.10 -1.39 4.20 0.000
C 1.31 -2.14 4.07 0.001
S 2.54 -0.87 3.60 0.003
O 2.39 -0.58 2.16 0.019
O 3.93 -1.07 4.15 0.000
C 1.71 0.49 4.42 0.000
H -0.41 0.64 5.05 0.000
H -0.05 0.69 3.39 0.000
H -0.82 -1.68 3.43 0.000
H -0.61 -1.83 5.05 0.000
H 1.21 -3.03 3.45 0.000
H 1.49 -2.46 5.10 0.000
H 1.76 1.50 4.00 0.000
H 1.95 0.27 5.46 0.000
C 3.38 -5.07 -2.01 0.000
C 4.58 -4.79 -2.83 0.000
C 5.01 -3.26 -2.58 0.001
S 4.66 -3.12 -0.64 0.001
O 3.89 -1.90 -0.38 0.014
O 5.79 -3.53 0.14 0.001
C 3.58 -4.70 -0.58 0.000
H 3.11 -6.12 -1.93 0.000
H 2.60 -4.37 -2.30 0.000
H 4.41 -5.00 -3.89 0.000
H 5.40 -5.45 -2.55 0.000
H 4.31 -2.68 -3.18 0.000
H 6.00 -2.94 -2.92 0.000
H 2.71 -4.50 0.05 0.000
H 4.17 -5.51 -0.16 0.000
C -1.82 5.56 -0.26 0.000
C -0.34 5.90 0.00 0.000
C 0.41 5.06 -0.98 0.000
S -0.42 4.87 -2.53 0.000
O -0.68 3.50 -2.96 0.000
O -0.05 5.99 -3.38 0.000
C -2.00 5.47 -1.78 0.000
H -2.50 6.25 0.25 0.000
H -2.05 4.60 0.19 0.000
H -0.17 5.69 1.06 0.000
H -0.09 6.94 -0.20 0.000
H 0.45 4.10 -0.48 0.000
H 1.42 5.30 -1.30 0.000
H -2.64 4.60 -1.88 0.000
H -2.46 6.41 -2.11 0.000
Br -6.10 -0.06 1.97 0.000
C -5.37 -0.33 0.21 0.000
C -4.45 -1.58 0.51 0.000
Br -4.08 -2.60 -1.20 0.000
H -4.82 0.48 -0.27 0.000
H -6.14 -0.46 -0.56 0.000
H -4.75 -2.38 1.18 0.000
H -3.45 -1.24 0.76 0.000
Br -3.77 1.84 -2.43 0.000
C -2.98 0.36 -3.50 0.000
C -1.63 0.71 -4.12 0.000
Br -0.98 -1.02 -4.83 0.000
H -3.73 0.07 -4.24 0.000
H -2.89 -0.40 -2.73 0.000
H -0.95 1.05 -3.35 0.000
H -1.60 1.52 -4.85 0.000

[2]
66
Properties=species:S:1:pos:R:3:mulliken_charge:R:1 method="wB97M-V/def2-TZVPD" multiplicity=1 e_homo_ev=0.3 total_charge=-2 e_above_lowest_kj_mol=0.0 e_tot_ha=-7584.72557 lumo_energy_ev=4.254
Cu -0.03 -1.28 -1.25 -1.263
C -0.57 -4.55 3.00 -1.386
Ge 0.20 -3.04 1.94 0.444
C 0.31 -1.67 3.38 -1.285
C 2.08 -3.59 1.70 -0.956
C -0.67 -2.56 0.33 -0.920
H 0.02 -4.74 3.90 0.328
H -0.61 -5.47 2.40 0.367
H -1.60 -4.31 3.30 0.367
H 0.90 -2.10 4.20 0.513
H -0.67 -1.40 3.76 0.325
H 0.82 -0.77 3.03 0.249
H 2.56 -3.78 2.66 0.387
H 2.61 -2.78 1.18 0.006
H 2.15 -4.49 1.08 0.318
H -1.72 -2.34 0.58 0.355
H -0.70 -3.50 -0.24 0.345
Br -4.21 1.09 -6.03 -0.319
C -3.05 0.47 -4.62 0.239
C -1.90 1.18 -4.33 -0.601
C -1.07 0.70 -3.31 0.672
C -1.32 -0.46 -2.54 -0.716
C -2.53 -1.10 -2.90 0.191
C -3.39 -0.67 -3.92 -0.594
H -1.64 2.07 -4.89 0.377
H -0.16 1.27 -3.12 0.189
H -2.83 -2.00 -2.36 0.310
H -4.30 -1.21 -4.16 0.373
C -1.76 0.71 1.15 -0.219
N -2.55 1.60 2.04 0.157
C -3.17 2.64 1.21 -0.680
N -2.19 3.43 0.45 0.019
C -1.42 2.47 -0.39 -0.594
N -0.75 1.46 0.42 0.716
C 0.14 2.10 1.36 -0.591
N -0.57 3.04 2.26 0.037
C -1.61 2.26 2.96 -0.675
C -1.25 4.03 1.41 -0.670
H -2.43 0.22 0.44 0.098
H -1.28 -0.06 1.75 -0.468
H -3.74 3.31 1.85 0.346
H -3.85 2.16 0.51 0.364
H -0.67 3.03 -0.96 0.094
H -2.09 1.98 -1.09 0.226
H 0.91 2.66 0.81 0.099
H 0.63 1.34 1.96 0.145
H -2.17 2.94 3.61 0.350
H -1.12 1.50 3.57 0.331
H -0.50 4.59 0.86 0.361
H -1.80 4.72 2.05 0.354
C 3.42 -0.02 0.51 -0.708
Si 3.19 -0.26 -1.36 0.404
C 2.65 1.43 -2.02 -0.501
C 4.98 -0.44 -2.00 -1.144
C 2.01 -1.54 -1.75 -0.329
H 3.89 0.94 0.74 0.381
H 4.04 -0.82 0.94 0.376
H 2.44 -0.06 1.00 -0.189
H 3.38 2.22 -1.79 0.319
H 1.68 1.70 -1.58 -0.359
H 2.52 1.40 -3.11 0.324
H 5.64 0.39 -1.68 0.238
H 4.99 -0.47 -3.10 0.275
H 5.41 -1.38 -1.64 0.234
H 2.33 -2.50 -1.30 0.248
H 1.98 -1.69 -2.84 0.319

> Which of these has the lowest multiplicity?

C20H38BrCuGeN4Si